# 1
Molecular formula: C32H26Cl3IrN6O3SSe2
Method: DFT, the ωB97M-V functional and the def2-TZVPD basis

Results
E_tot = -230607.141 eV
LUMO energy = -7.0081 eV
HOMO energy = -12.7 eV
Frontier orbital gap = 5.64 eV
ΔE to the lowest compared entry with this formula, charge and spin = 6.1 kcal per mole
Total charge = +2

Element x y z (Å)
Ir1 -0.587 0.019 -0.149
Se1 -3.175 0.493 -0.648
Se2 -3.040 -0.843 1.370
C1 -2.104 -2.285 0.501
C2 -2.666 -3.543 0.444
C3 -1.924 -4.585 -0.108
C4 -0.643 -4.332 -0.560
C5 -0.156 -3.035 -0.504
N1 -0.872 -2.028 -0.007
C6 -2.309 2.164 -0.169
C7 -2.972 3.346 0.072
C8 -2.213 4.443 0.474
C9 -0.842 4.307 0.611
C10 -0.246 3.086 0.332
N2 -0.972 2.045 -0.071
H1 -3.665 -3.700 0.826
H2 -2.351 -5.576 -0.180
H3 -0.013 -5.115 -0.959
H4 0.853 -2.801 -0.817
H5 -4.047 3.397 -0.027
H6 -2.697 5.383 0.700
H7 -0.228 5.132 0.942
H8 0.822 2.935 0.414
O1 -0.339 0.146 1.890
N3 0.897 0.060 2.274
N4 1.733 -0.092 1.355
O2 1.377 -0.166 0.062
C11 3.147 -0.187 1.641
C12 3.569 -0.273 2.960
C13 4.928 -0.347 3.206
C14 5.837 -0.336 2.155
C15 5.389 -0.257 0.846
C16 4.031 -0.183 0.574
H9 2.855 -0.283 3.770
H10 5.277 -0.417 4.227
H11 6.897 -0.388 2.361
H12 6.096 -0.255 0.028
H13 3.667 -0.116 -0.439
Cl1 -4.241 -5.285 -3.311
C17 -2.747 -4.561 -3.782
C18 -2.746 -3.417 -4.565
C19 -1.535 -2.845 -4.917
C20 -0.317 -3.372 -4.493
C21 1.013 -2.771 -4.894
C22 0.948 -1.278 -5.249
N5 0.267 -0.531 -4.193
C23 -0.539 0.565 -4.357
C24 -0.975 0.912 -3.116
N6 -0.450 0.019 -2.204
C25 0.303 -0.819 -2.894
O3 1.686 -3.480 -5.914
C26 0.957 -3.866 -7.082
C27 0.655 -2.737 -8.025
C28 1.585 -1.899 -8.570
Cl2 3.275 -1.920 -8.291
S1 0.898 -0.738 -9.625
C29 -0.669 -1.372 -9.366
C30 -0.652 -2.423 -8.501
C31 -0.360 -4.528 -3.713
Cl3 1.104 -5.247 -3.118
C32 -1.557 -5.133 -3.363
H14 -3.681 -2.990 -4.902
H15 -1.548 -1.968 -5.553
H16 1.696 -2.869 -4.045
H17 0.423 -1.099 -6.183
H18 1.968 -0.913 -5.370
H19 -0.725 1.002 -5.323
H20 -1.609 1.734 -2.838
H21 0.889 -1.622 -2.481
H22 0.022 -4.359 -6.804
H23 1.595 -4.608 -7.559
H24 -1.518 -0.943 -9.874
H25 -1.537 -2.979 -8.221
H26 -1.560 -6.041 -2.776

Atomic partial charges in e from the Mulliken method, atoms 1 to 8:
1. Ir 1.687
2. Se -0.022
3. Se 0.119
4. C 0.152
5. C -0.851
6. C -0.425
7. C -1.372
8. C 0.011

---

# 2
Molecular formula: C45H55BaBr4NO3Si
Method: DFT, the ωB97M-V functional and the def2-TZVPD basis

Results
E_tot = -343934.888 eV
LUMO energy = 3.6310 eV
HOMO energy = -0.9 eV
Frontier orbital gap = 4.58 eV
ΔE to the lowest compared entry with this formula, charge and spin = 4.3 kcal per mole
Total charge = -2

Element x y z (Å)
Ba1 -0.814 -0.869 -0.549
C1 -3.857 2.900 -0.577
C2 -2.397 3.147 -0.313
C3 -1.564 3.321 -1.421
C4 -0.227 3.652 -1.311
C5 0.607 3.958 -2.547
C6 0.326 3.705 -0.025
C7 -0.468 3.625 1.135
C8 0.139 3.898 2.491
C9 -1.826 3.313 0.971
H1 -4.025 1.945 -1.120
H2 -4.272 3.723 -1.199
H3 -4.430 2.845 0.363
H4 -2.004 3.260 -2.409
H5 0.034 4.317 -3.380
H6 1.072 3.005 -2.896
H7 1.349 4.751 -2.319
H8 1.365 3.951 0.103
H9 0.447 4.948 2.583
H10 1.054 3.306 2.621
H11 -0.542 3.645 3.306
H12 -2.448 3.119 1.845
Br1 -7.311 -4.322 1.733
C10 -6.217 -3.170 0.694
C11 -6.721 -2.005 0.141
Br2 -8.505 -1.562 0.631
C12 -5.905 -1.115 -0.555
Br3 -6.708 0.501 -1.152
C13 -4.487 -1.366 -0.704
O1 -3.723 -0.509 -1.226
C14 -3.956 -2.625 -0.151
O2 -2.731 -2.907 -0.352
C15 -4.857 -3.441 0.565
Br4 -4.148 -4.974 1.410
C16 2.932 -3.319 -2.280
C17 3.247 -2.535 -0.999
C18 1.862 -2.454 -0.372
O3 0.953 -2.250 -1.560
C19 1.423 -3.207 -2.504
H13 3.247 -4.389 -2.165
H14 3.525 -2.986 -3.136
H15 3.580 -1.480 -1.236
H16 4.027 -2.990 -0.382
H17 1.724 -1.649 0.360
H18 1.597 -3.429 0.042
H19 1.164 -2.906 -3.516
H20 0.921 -4.162 -2.299
C20 4.901 0.624 3.881
C21 4.080 0.760 2.622
C22 4.517 1.387 1.456
C23 3.642 1.520 0.368
C24 4.071 2.264 -0.889
C25 2.372 0.965 0.419
C26 1.877 0.304 1.590
C27 2.777 0.304 2.698
N1 0.674 -0.285 1.589
C28 0.091 -1.007 2.753
C29 -0.093 -0.018 3.909
C30 -0.640 -0.696 5.169
C31 -2.075 -1.186 4.838
C32 -1.975 -2.171 3.664
C33 -1.148 -3.389 4.125
C34 0.303 -2.902 4.461
C35 0.222 -1.861 5.615
C36 0.926 -2.219 3.192
C37 -1.277 -1.551 2.436
H21 5.902 1.076 3.752
H22 5.011 -0.456 4.132
H23 4.371 1.118 4.728
H24 5.515 1.799 1.400
H25 4.896 1.804 -1.445
H26 4.445 3.287 -0.642
H27 3.192 2.378 -1.569
H28 1.707 1.045 -0.460
H29 2.431 -0.146 3.629
H30 -0.810 0.772 3.589
H31 0.845 0.547 4.134
H32 -0.647 0.093 5.937
H33 -2.719 -0.292 4.588
H34 -2.548 -1.679 5.709
H35 -2.978 -2.543 3.326
H36 -1.107 -4.157 3.310
H37 -1.637 -3.918 4.979
H38 0.967 -3.762 4.750
H39 1.243 -1.580 5.954
H40 -0.285 -2.375 6.471
H41 0.918 -2.972 2.374
H42 1.965 -1.952 3.360
H43 -1.911 -0.724 2.024
H44 -1.264 -2.352 1.678
C38 -2.336 0.861 -4.555
Si1 -0.761 -0.197 -4.377
C39 -0.918 -1.502 -5.786
C40 0.630 0.902 -4.936
C41 1.919 0.482 -4.521
C42 3.059 1.205 -4.858
C43 2.947 2.338 -5.694
C44 1.673 2.678 -6.183
C45 0.520 2.029 -5.743
H45 -2.516 1.029 -5.634
H46 -2.299 1.824 -4.012
H47 -3.149 0.270 -4.182
H48 -1.477 -1.140 -6.689
H49 -1.561 -2.349 -5.478
H50 0.059 -1.874 -6.093
H51 2.037 -0.382 -3.863
H52 4.029 0.898 -4.453
H53 3.804 2.923 -5.989
H54 1.583 3.498 -6.888
H55 -0.443 2.443 -6.011

Atomic partial charges in e from the Mulliken method, atoms 1 to 8:
1. Ba 0.793
2. C -1.333
3. C 0.695
4. C -0.151
5. C 0.817
6. C -1.292
7. C -0.314
8. C 0.847

---

# 3
Molecular formula: C8H8N2O2S
Method: DFT, the ωB97M-V functional and the def2-TZVPD basis

Results
E_tot = -26331.850 eV
LUMO energy = -0.4683 eV
HOMO energy = -8.2 eV
Frontier orbital gap = 7.72 eV
ΔE to the lowest compared entry with this formula, charge and spin = 86.7 kcal per mole

Element x y z (Å)
C1 -0.826 -0.510 1.537
C2 -1.147 -1.549 0.781
C3 0.348 0.362 1.326
C4 1.155 0.342 0.212
C5 -0.310 -0.546 -1.187
C6 -1.433 0.574 -1.375
C7 1.714 2.116 1.830
C8 0.534 -0.719 -2.436
N1 -0.536 -1.654 -0.495
N2 0.567 1.410 2.149
O1 -2.473 0.010 -1.746
O2 -1.036 1.708 -1.220
S1 2.268 1.639 0.308
H1 -1.368 -0.340 2.360
H2 -1.972 -2.236 1.058
H3 2.091 3.052 2.357
H4 1.480 -0.964 -2.014
H5 0.084 -1.697 -2.896
H6 0.498 0.118 -3.053
H7 0.047 -2.508 -0.623
H8 0.313 1.388 3.128

Atomic partial charges in e from the Mulliken method, atoms 1 to 8:
1. C -0.861
2. C -0.538
3. C 0.003
4. C 0.472
5. C 0.821
6. C 0.429
7. C -0.202
8. C -1.556

---

# 4
Molecular formula: C24H45N3O3
Method: DFT, the ωB97M-V functional and the def2-TZVPD basis

Results
E_tot = -36215.342 eV
LUMO energy = 0.1234 eV
HOMO energy = -8.4 eV
Frontier orbital gap = 8.56 eV

Element x y z (Å)
H1 -0.438 5.408 1.439
N1 -1.081 4.726 0.974
C1 -0.568 3.476 1.334
C2 -1.374 2.138 0.813
C3 -0.587 1.337 -0.424
O1 -0.037 0.111 0.176
C4 -0.140 -1.044 -0.765
O2 1.255 -1.586 -0.856
C5 1.953 -0.806 -1.907
C6 3.579 -0.614 -1.603
N2 3.942 0.732 -2.265
C7 5.434 0.850 -2.485
C8 5.723 1.968 -3.687
C9 5.550 1.325 -5.209
O3 7.087 2.526 -3.566
C10 -1.208 -2.089 -0.094
N3 -0.483 -2.747 1.100
C11 -1.687 -3.321 -1.061
C12 -1.777 -2.965 -2.658
C13 -2.571 -1.663 -3.303
C14 -2.590 -1.321 -4.931
C15 -1.781 -2.313 -5.998
C16 -1.036 -3.631 -5.352
C17 -1.020 -3.974 -3.715
C18 -0.213 -5.352 -3.294
H2 0.369 3.345 2.022
H3 -2.401 2.536 0.357
H4 -1.664 1.383 1.661
H5 -1.400 1.167 -1.248
H6 0.320 2.022 -0.789
H7 -0.405 -0.678 -1.844
H8 1.534 0.300 -2.025
H9 1.813 -1.422 -2.911
H10 3.782 -0.542 -0.446
H11 4.237 -1.461 -2.114
H12 3.465 0.729 -3.214
H13 5.915 -0.166 -2.811
H14 5.896 1.289 -1.484
H15 4.981 2.882 -3.644
H16 5.068 0.260 -5.104
H17 6.592 1.219 -5.778
H18 4.879 2.007 -5.909
H19 7.075 3.465 -3.213
H20 -2.132 -1.507 0.389
H21 -1.022 -3.642 1.304
H22 -0.583 -2.167 1.961
H23 -2.795 -3.602 -0.716
H24 -1.038 -4.279 -0.812
H25 -3.145 -0.933 -2.591
H26 -3.158 -0.360 -5.285
H27 -1.761 -2.064 -7.166
H28 -0.462 -4.349 -6.085
H29 0.953 -5.241 -3.283
H30 -0.493 -6.152 -4.134
H31 -0.614 -5.836 -2.280
C19 -0.681 0.283 4.661
C20 -1.927 0.054 5.503
C21 -3.135 0.857 5.012
C22 -2.964 2.381 5.063
C23 -2.640 2.945 6.448
C24 -3.742 2.693 7.467
H32 -0.361 1.329 4.688
H33 0.146 -0.326 5.038
H34 -0.862 0.004 3.618
H35 -1.711 0.286 6.551
H36 -2.180 -1.012 5.472
H37 -4.012 0.566 5.599
H38 -3.357 0.568 3.977
H39 -3.888 2.845 4.695
H40 -2.178 2.686 4.366
H41 -2.489 4.029 6.357
H42 -1.693 2.537 6.820
H43 -4.683 3.144 7.138
H44 -3.471 3.133 8.431
H45 -3.908 1.624 7.626

Atomic partial charges in e from the Mulliken method, atoms 1 to 8:
1. H 0.265
2. N -0.627
3. C -0.078
4. C -0.077
5. C -0.194
6. O -0.442
7. C -0.174
8. O -0.490

---

# 5
Molecular formula: C23H49N2OP3SY
Method: DFT, the ωB97M-V functional and the def2-TZVPD basis

Results
E_tot = -69394.077 eV
LUMO energy = -9.0681 eV
HOMO energy = -16.3 eV
Frontier orbital gap = 7.26 eV
ΔE to the lowest compared entry with this formula, charge and spin = 28.0 kcal per mole
Total charge = +3

Element x y z (Å)
Y1 0.911 -1.463 -0.541
P1 -0.482 1.572 0.670
P2 -2.176 -1.482 -0.691
P3 2.838 0.573 -0.584
H1 2.035 -3.142 -3.927
C1 2.624 -2.624 -3.168
C2 2.342 -2.942 -1.821
H2 1.802 -3.899 -1.708
C3 -1.113 2.793 -0.519
C4 -1.929 1.652 1.836
C5 0.550 2.734 1.644
C6 -2.885 -3.079 -1.393
C7 -3.382 -1.339 0.732
C8 -2.979 -0.280 -1.870
C9 4.290 -0.093 -1.508
C10 3.700 1.155 0.960
C11 2.628 2.161 -1.472
H3 3.567 -2.182 -3.477
H4 3.241 -2.863 -1.207
H5 -1.525 3.676 -0.011
H6 -1.891 2.335 -1.139
H7 -0.300 3.102 -1.183
H8 -1.929 2.603 2.401
H9 -1.889 0.814 2.548
H10 -2.860 1.574 1.254
H11 -0.081 3.456 2.177
H12 1.242 3.276 1.004
H13 1.134 2.189 2.384
H14 -3.621 -3.519 -0.697
H15 -2.082 -3.807 -1.584
H16 -3.363 -2.813 -2.347
H17 -3.851 -0.340 0.700
H18 -2.766 -1.435 1.643
H19 -4.156 -2.131 0.725
H20 -3.815 -0.739 -2.435
H21 -2.161 -0.021 -2.564
H22 -3.339 0.628 -1.351
H23 4.954 0.758 -1.714
H24 4.147 -0.659 -2.440
H25 4.799 -0.765 -0.806
H26 4.424 1.954 0.710
H27 4.239 0.307 1.413
H28 3.033 1.551 1.741
H29 3.608 2.426 -1.889
H30 2.262 2.978 -0.837
H31 1.916 1.981 -2.287
C12 -0.217 -0.086 -4.631
C13 -0.516 1.214 -5.054
C14 -1.272 1.395 -6.218
C15 -1.911 0.296 -6.799
C16 -1.916 -0.899 -6.077
C17 -1.134 -1.096 -4.919
S1 1.428 -0.317 -4.026
H32 1.829 -0.474 -5.400
H33 -0.013 2.026 -4.540
H34 -1.384 2.347 -6.738
H35 -2.396 0.466 -7.768
H36 -2.517 -1.733 -6.428
H37 -1.162 -2.042 -4.364
C18 -0.828 -4.240 1.646
N1 -0.317 -3.584 2.841
C19 -0.924 -3.971 4.119
C20 0.001 -3.553 5.228
C21 0.158 -2.061 5.160
N2 0.688 -1.731 3.817
C22 1.299 -0.411 3.647
C23 0.383 -2.429 2.712
O1 0.687 -1.939 1.493
H38 -1.663 -3.676 1.193
H39 -1.162 -5.260 1.893
H40 -0.015 -4.263 0.914
H41 -1.940 -3.527 4.265
H42 -1.020 -5.060 4.093
H43 0.964 -4.052 5.075
H44 -0.420 -3.883 6.182
H45 0.891 -1.706 5.885
H46 -0.800 -1.536 5.346
H47 0.596 0.304 3.212
H48 1.551 -0.033 4.640
H49 2.193 -0.500 3.013

Atomic partial charges in e from the Mulliken method, atoms 1 to 8:
1. Y 0.568
2. P 0.968
3. P 0.739
4. P 1.333
5. H 0.302
6. C -0.761
7. C -0.891
8. H 0.767